Computed, not measured: a molecular structure, C37H32ISb2V, with ωB97M-V with the def2-TZVPD basis set.

Structure (XYZ):
```
73
Properties=species:S:1:pos:R:3:mulliken_spin:R:1
V 0.8428 0.5748 -0.6303 3.205
I 2.0095 3.1069 -1.0259 -0.005
C 2.1489 2.7641 -3.1173 -0.045
C 2.6983 3.7305 -3.8990 -0.010
C 2.8141 3.4950 -5.2844 0.001
C 2.3851 2.3105 -5.8162 -0.001
C 1.8145 1.3055 -4.9961 0.000
C 1.3750 0.0722 -5.5400 0.007
C 0.8316 -0.8917 -4.7426 0.012
C 0.6956 -0.6521 -3.3536 -0.071
C 1.0947 0.5266 -2.7618 0.096
C 1.6769 1.5243 -3.5940 -0.180
H 3.0462 4.6655 -3.4774 0.002
H 3.2494 4.2595 -5.9157 0.000
H 2.4777 2.1225 -6.8808 0.000
H 1.4843 -0.0919 -6.6072 0.000
H 0.5045 -1.8335 -5.1661 -0.001
H 0.2578 -1.4437 -2.7450 -0.014
C 0.2542 -0.8474 3.4807 0.010
C -1.2078 -0.5636 3.1053 -0.001
C -1.5017 0.8815 2.6632 0.017
Sb -1.6928 1.1694 0.5302 -0.068
C -2.5334 3.1108 0.5583 0.001
C -3.7960 3.3551 0.0246 -0.005
C -4.3224 4.6410 0.0603 0.001
C -3.5903 5.6772 0.6237 -0.001
C -2.3292 5.4339 1.1526 0.002
C -1.7968 4.1521 1.1176 0.005
C -3.3069 -0.1348 0.0984 -0.017
C -4.4005 -0.2538 0.9541 -0.004
C -5.4191 -1.1477 0.6538 0.000
C -5.3496 -1.9212 -0.4995 0.000
C -4.2648 -1.8007 -1.3578 0.005
C -3.2417 -0.9096 -1.0604 0.011
Sb 1.6272 -0.8597 1.8275 0.001
C 3.4619 -1.2901 2.7886 0.015
C 4.5977 -0.5462 2.4726 -0.005
C 5.8013 -0.8186 3.1102 0.001
C 5.8712 -1.8291 4.0593 0.000
C 4.7399 -2.5726 4.3756 0.000
C 3.5341 -2.3042 3.7429 -0.002
C 1.1033 -2.7011 0.9006 -0.034
C 1.9385 -3.8148 0.8631 0.000
C 1.5542 -4.9484 0.1546 0.002
C 0.3411 -4.9747 -0.5229 0.000
C -0.4932 -3.8658 -0.4979 0.004
C -0.1107 -2.7312 0.2052 0.045
H 0.3286 -1.8158 3.9749 0.000
H 0.6261 -0.0990 4.1827 -0.001
H -1.8051 -0.7728 3.9961 0.001
H -1.5531 -1.2870 2.3630 0.001
H -0.7156 1.5660 2.9896 0.000
H -2.4272 1.2338 3.1143 0.000
H -4.3710 2.5480 -0.4143 0.000
H -5.3048 4.8317 -0.3529 0.000
H -4.0017 6.6783 0.6504 0.000
H -1.7575 6.2422 1.5913 0.000
H -0.8105 3.9721 1.5301 0.003
H -4.4605 0.3500 1.8529 0.000
H -6.2684 -1.2397 1.3186 0.000
H -6.1470 -2.6156 -0.7313 0.000
H -4.2186 -2.3950 -2.2621 0.000
H -2.4013 -0.8081 -1.7393 0.015
H 4.5483 0.2418 1.7306 0.004
H 6.6834 -0.2414 2.8647 0.000
H 6.8103 -2.0393 4.5549 0.000
H 4.7956 -3.3608 5.1153 0.000
H 2.6547 -2.8877 3.9922 -0.001
H 2.8892 -3.7996 1.3831 -0.001
H 2.2066 -5.8127 0.1305 0.000
H 0.0473 -5.8602 -1.0724 0.000
H -1.4425 -3.8827 -1.0206 0.001
H -0.7801 -1.8774 0.2262 -0.001
```

Summary:
Total charge: +1
Gap between HOMO and LUMO (alpha / beta) in eV: 7.734 / 7.761
Energy above the lowest of the compared OMol25 structures with the same formula, charge and spin in kcal/mol: 0.0
2S+1: 4
Highest occupied orbital energy (alpha / beta) in eV: -10.433 / -10.553
Expectation value of S²: 3.7730

Computed, not measured: 8 unconnected molecules or ions with the total composition C12H37IN15O8S, with ωB97M-V with the def2-TZVPD basis set.

Structure (XYZ):
```
74
Properties=species:S:1:pos:R:3:mulliken_charge:R:1
C 3.4597 -1.2696 2.0428 -0.901
C 3.5551 -0.6218 0.6530 -0.438
S 2.8960 -1.7011 -0.6456 -0.263
C 1.0945 -1.4982 -0.4813 -0.618
N 0.6480 -1.4737 0.8683 -0.308
C -0.7415 -1.4670 0.9212 -0.688
C -1.2559 0.0105 0.9053 0.321
O -1.1430 0.7846 0.0067 -0.469
I -2.2616 0.7336 2.7985 -0.311
H 2.8370 -2.1469 1.9660 0.507
H 2.9595 -0.6172 2.7414 -0.044
H 4.4233 -1.6024 2.4101 0.288
H 4.5946 -0.3999 0.4609 0.395
H 2.9904 0.2960 0.6067 0.280
H 0.6747 -2.3402 -1.0572 0.314
H 0.8241 -0.5659 -1.0037 0.277
H -1.1960 -1.9539 0.0399 0.295
H -1.0849 -1.9304 1.8466 0.428
C 5.7082 -3.0558 -3.2287 0.572
O 5.9892 -3.5312 -2.1395 -0.666
N 4.5835 -2.3582 -3.5076 -0.083
N 6.5665 -3.2011 -4.3078 -0.365
H 4.3880 -1.9776 -4.4309 0.230
H 3.9018 -2.2029 -2.7692 0.029
H 7.4156 -3.7075 -4.1542 0.197
H 6.3728 -2.8224 -5.2136 0.131
C 3.9488 -0.2790 -6.8202 0.621
O 4.1831 -0.6774 -5.6915 -0.696
N 2.8159 0.4206 -7.1159 -0.407
N 4.7999 -0.4982 -7.8693 -0.368
H 2.5969 0.7623 -8.0309 0.156
H 2.1778 0.5950 -6.3616 0.232
H 5.6420 -1.0057 -7.6787 0.203
H 4.6245 -0.1776 -8.8012 0.161
C -7.1536 0.0673 1.2238 0.612
O -8.3532 0.2203 1.4348 -0.729
N -6.2057 0.8826 1.7639 -0.268
N -6.6777 -0.9303 0.4299 -0.305
H -5.2218 0.7753 1.5930 0.095
H -6.5178 1.6254 2.3572 0.166
H -7.3457 -1.5555 0.0128 0.166
H -5.7022 -1.0720 0.2484 0.151
C 4.9127 1.7079 3.9097 0.644
O 4.7527 1.5842 2.7100 -0.609
N 3.9263 1.3775 4.8068 -0.369
N 6.0722 2.1825 4.4588 -0.349
H 4.0268 1.4657 5.7983 0.147
H 3.0666 1.0226 4.4306 0.253
H 6.8164 2.4375 3.8290 0.271
H 6.2119 2.2906 5.4436 0.117
C -7.8635 -3.0067 -2.9483 0.635
O -7.7783 -3.4469 -1.8168 -0.639
N -8.9290 -2.2530 -3.3612 -0.379
N -6.8995 -3.2284 -3.8949 -0.382
H -9.0190 -1.8774 -4.2847 0.158
H -9.6482 -2.0707 -2.6869 0.226
H -6.1054 -3.7740 -3.6191 0.222
H -6.9472 -2.8739 -4.8298 0.158
C 8.5062 5.0330 3.1845 0.582
O 8.0432 3.9611 3.5271 -0.645
N 9.5535 5.6242 3.8411 -0.399
N 8.0123 5.7267 2.1172 -0.380
H 9.9481 6.5049 3.5756 0.160
H 9.9347 5.1348 4.6274 0.212
H 7.2442 5.3134 1.6208 0.230
H 8.3727 6.6097 1.8132 0.164
C -11.7046 0.3656 3.6750 0.616
O -12.2007 -0.5365 3.0228 -0.643
N -10.5383 0.9811 3.3373 -0.290
N -12.3023 0.8371 4.8242 -0.378
H -10.1369 1.7232 3.8753 0.140
H -10.0556 0.6710 2.5050 0.259
H -13.1614 0.4056 5.1026 0.216
H -11.9215 1.5747 5.3834 0.156
```

Summary:
Total charge: -1
Gap between HOMO and LUMO in eV: 4.768
2S+1: 1
Highest occupied orbital energy in eV: -2.940

Computed, not measured: a molecular structure, C12H20Br12O4S2, with ωB97M-V with the def2-TZVPD basis set.

Structure (XYZ):
```
50
Properties=species:S:1:pos:R:3:nbo_charge:R:1
C 2.1739 0.7354 -7.3092 -0.449
Br 3.5322 -0.1120 -8.4963 0.073
Br 1.2413 2.2383 -8.2019 0.095
Br 2.8377 1.3039 -5.5227 0.061
H 1.5168 -0.1120 -7.1135 0.221
C -1.0435 -2.0501 -4.5181 -0.458
Br 0.9254 -2.1504 -4.7085 0.060
Br -1.9569 -1.3879 -6.1615 0.077
Br -1.4968 -0.9744 -2.9587 0.110
H -1.4011 -3.0571 -4.3032 0.227
C 2.1331 1.6612 3.5557 -0.433
Br 2.1335 -0.1723 4.3030 0.100
Br 2.3806 2.9821 4.9725 0.078
Br 0.2477 1.9888 2.9726 0.034
H 2.8636 1.8023 2.7590 0.233
C -2.5978 3.8903 -2.7650 -0.447
Br -2.0163 2.8387 -4.3633 0.071
Br -2.9666 5.8207 -3.1000 0.078
Br -1.1218 3.7608 -1.5005 0.076
H -3.4862 3.4346 -2.3279 0.226
C -1.9155 -1.5008 6.0437 -0.432
C -2.0842 -0.4865 4.8973 -0.415
C -1.5747 -1.0589 3.5613 -0.618
S -1.9026 -2.9017 3.7900 2.081
O -0.7094 -3.7273 3.8014 -0.933
O -3.0410 -3.3084 2.9574 -0.948
C -2.5283 -2.8055 5.5623 -0.626
H -2.5364 -1.0797 6.8344 0.220
H -0.9236 -1.4735 6.4947 0.230
H -1.4721 0.3836 5.1347 0.229
H -3.1097 -0.1809 4.6895 0.211
H -0.5199 -0.9546 3.3073 0.259
H -2.1924 -0.5923 2.7939 0.250
H -2.3185 -3.6960 6.1549 0.248
H -3.6103 -2.8164 5.4307 0.236
C 1.9037 1.3220 -1.9410 -0.428
C 2.7579 0.0240 -2.0232 -0.385
C 1.9180 -1.0824 -1.2387 -0.711
S 1.1517 -0.3252 0.1337 2.123
O 2.1261 -0.2729 1.2166 -0.973
O -0.2251 -0.8059 0.4589 -0.921
C 1.1812 1.3903 -0.5754 -0.651
H 1.2432 1.1540 -2.7916 0.226
H 2.5861 2.1417 -2.1662 0.229
H 3.7432 0.2955 -1.6440 0.217
H 2.8911 -0.2740 -3.0632 0.229
H 2.3168 -2.0237 -0.8605 0.270
H 1.1225 -1.4191 -1.9035 0.255
H 1.6862 1.9437 0.2163 0.244
H 0.1372 1.6899 -0.4841 0.254
```

Summary:
Gap between HOMO and LUMO in eV: 8.811
Energy above the lowest of the compared OMol25 structures with the same formula, charge and spin in kcal/mol: 36.1
2S+1: 1
Highest occupied orbital energy in eV: -9.590

Computed, not measured: a gas-phase ion, C3H7FN (charge +1), with ωB97M-V with the def2-TZVPD basis set.

Structure (XYZ):
```
12
Properties=species:S:1:pos:R:3:nbo_charge:R:1
F 0.3780 -1.5013 1.6924 -0.352
C 0.6992 -0.2065 1.2070 0.203
C -0.6924 0.4023 0.7450 -0.269
N -0.4623 -0.1913 -0.5840 -0.501
C 1.0267 -0.3040 -0.3425 -0.228
H 1.3621 0.1147 1.9260 0.228
H -1.4886 -0.1981 1.3818 0.268
H -0.8078 1.4250 0.9268 0.262
H -0.8981 -1.1613 -0.4901 0.461
H -0.7367 0.3012 -1.3707 0.442
H 1.4503 0.5297 -0.8930 0.246
H 1.3434 -1.1907 -0.7788 0.241
```

Summary:
SMILES string: FC1C[NH2+]C1
Total charge: +1
Gap between HOMO and LUMO in eV: 13.217
Energy above the lowest of the compared OMol25 structures with the same formula, charge and spin in kcal/mol: 6.0
2S+1: 1
Highest occupied orbital energy in eV: -16.987

Strongest force on any atom in eV/Å, matching the order above: 0.902, 2.721, 3.017, 5.293